C34H48BrEuIN8O2S2Se2 as an isolated structure. Source: the Open Molecules 2025 dataset; level of theory: ωB97M-V/def2-TZVPD.

Net charge = +1
Orbital gap (spin up / spin down) = 3.34 / 5.42 eV
2S+1 = 7

Last column: Löwdin charge in e.
Positions of all 99 atoms, in Å:
Eu1 0.00 0.00 0.00  1.33
N1 -3.28 -1.94 -2.06  0.23
C1 -3.58 -2.76 -1.01  -0.17
C2 -4.56 -3.75 -0.83  0.00
C3 -4.57 -4.40 0.41  -0.07
C4 -3.65 -4.08 1.41  -0.04
C5 -2.69 -3.09 1.21  -0.21
C6 -2.66 -2.42 -0.03  -0.25
N2 -1.82 -1.43 -0.47  -0.06
C7 -2.21 -1.14 -1.70  -0.32
C8 -1.58 -0.11 -2.60  -0.33
C9 -2.03 0.15 -3.88  -0.27
S1 -1.08 1.39 -4.60  1.15
C10 -0.16 1.49 -3.16  -0.74
N3 -0.51 0.67 -2.20  -0.36
H1 -3.75 -1.92 -2.94  0.17
H2 -5.27 -4.00 -1.61  0.11
H3 -5.31 -5.18 0.59  0.11
H4 -3.69 -4.60 2.36  0.11
H5 -1.97 -2.83 1.98  -0.19
H6 -2.84 -0.30 -4.44  0.08
H7 0.66 2.19 -3.06  -0.27
N4 -0.22 -1.43 -1.86  -0.26
C11 0.29 -2.78 -1.94  -0.08
C12 1.37 -2.81 -0.85  -0.70
O1 2.08 -3.85 -0.78  0.01
O2 1.37 -1.74 -0.16  -0.43
H8 -1.37 -1.26 -2.29  -0.01
H9 0.17 -0.77 -2.64  0.00
H10 0.72 -2.99 -2.93  0.14
H11 -0.49 -3.51 -1.71  0.13
C13 2.33 4.09 -0.22  -0.29
Se1 1.05 2.64 -0.46  0.99
C14 0.88 2.96 -2.37  -0.44
C15 1.87 2.05 -3.05  -0.37
Se2 1.59 0.29 -2.28  1.12
C16 3.49 -0.07 -2.09  -0.30
H12 1.87 5.06 -0.47  0.05
H13 3.24 3.90 -0.83  0.04
H14 2.64 4.11 0.85  0.03
H15 1.04 4.03 -2.64  0.15
H16 -0.16 2.70 -2.66  0.07
H17 2.89 2.41 -2.81  0.12
H18 1.73 2.05 -4.15  0.14
H19 4.00 0.02 -3.08  0.04
H20 3.62 -1.11 -1.73  0.04
H21 3.94 0.62 -1.34  0.04
C17 -6.12 4.30 0.86  -0.03
C18 -4.66 4.57 0.74  -0.32
C19 -4.13 5.80 0.77  0.01
C20 -2.65 5.87 0.64  -0.35
N5 -1.88 4.84 0.50  0.09
C21 -2.46 3.59 0.47  -0.69
S2 -1.59 2.17 0.29  0.65
N6 -3.82 3.49 0.59  0.05
C22 -2.01 7.23 0.67  -0.05
H22 -6.70 5.22 0.98  0.09
H23 -6.32 3.66 1.73  0.09
H24 -6.49 3.78 -0.03  0.08
H25 -4.71 6.71 0.89  0.11
H26 -4.20 2.55 0.56  0.12
H27 -2.76 8.02 0.79  0.07
H28 -1.47 7.40 -0.27  0.07
H29 -1.31 7.28 1.50  0.07
Br1 -1.08 -4.20 4.78  0.74
C23 -0.55 -5.13 3.21  -0.71
C24 -0.48 -6.52 3.30  -0.13
C25 -0.10 -7.28 2.19  -0.07
C26 0.20 -6.66 0.99  -0.05
C27 0.13 -5.26 0.89  -0.10
C28 -0.25 -4.49 2.00  -0.53
I1 -0.32 -2.42 1.71  1.49
H30 -0.71 -7.03 4.23  0.10
H31 -0.05 -8.37 2.27  0.11
H32 0.50 -7.25 0.12  0.11
H33 0.37 -4.80 -0.06  0.07
C29 3.62 0.53 4.11  -0.06
C30 3.65 1.83 3.33  -0.21
N7 2.31 2.42 3.22  -0.07
C31 2.06 3.58 4.10  -0.21
C32 1.50 3.14 5.44  -0.07
C33 1.35 1.94 2.35  -0.45
C34 -0.03 2.58 2.29  -0.21
N8 1.51 0.96 1.52  -0.12
H34 4.63 0.10 4.16  0.09
H35 2.96 -0.21 3.66  0.07
H36 3.28 0.69 5.14  0.07
H37 4.06 1.66 2.33  0.11
H38 4.34 2.52 3.81  0.12
H39 1.37 4.29 3.63  0.11
H40 2.98 4.15 4.26  0.12
H41 0.61 2.52 5.33  0.08
H42 1.24 4.02 6.04  0.08
H43 2.24 2.57 6.01  0.07
H44 0.06 3.60 1.91  0.07
H45 -0.48 2.60 3.28  0.11
H46 -0.69 2.02 1.63  -0.24
H47 2.45 0.56 1.56  0.08
H48 -0.64 0.63 1.90  0.06

A 2-piece molecular cluster, C11H18NO2 overall. Source: the Open Molecules 2025 dataset; level of theory: ωB97M-V/def2-TZVPD.

Energy relative to the best compared isomer or geometry (same formula, charge and spin) = 0.563 eV
Net charge = +1
Orbital gap = 9.19 eV

Last column: natural (NBO) charge in e.
Positions of all 32 atoms, in Å:
C1 -5.15 0.68 0.46  -0.21
C2 -4.84 0.55 1.81  -0.17
C3 -4.04 0.64 -0.37  -0.18
C4 -3.58 0.25 2.26  -0.30
C5 -2.74 0.36 0.04  -0.29
C6 -2.53 0.12 1.38  0.29
C7 4.34 -1.13 -0.73  -0.60
C8 1.07 -1.49 0.02  -0.74
C9 2.68 1.75 -1.23  -0.43
C10 3.30 -0.52 -1.69  -0.23
C11 1.42 -0.07 -0.22  0.72
N1 2.45 0.35 -0.89  -0.32
O1 0.59 0.90 0.26  -0.64
O2 -1.19 -0.24 1.72  -0.75
H1 -6.21 1.09 0.24  0.24
H2 -5.76 0.42 2.39  0.23
H3 -4.30 0.64 -1.46  0.22
H4 -3.59 0.22 3.31  0.24
H5 -2.07 0.45 -0.79  0.23
H6 3.79 -1.81 -0.10  0.20
H7 5.05 -1.72 -1.37  0.24
H8 4.88 -0.38 -0.18  0.22
H9 0.91 -1.97 -0.98  0.27
H10 0.21 -1.54 0.69  0.27
H11 1.80 -2.13 0.44  0.27
H12 2.41 2.01 -2.29  0.24
H13 2.01 2.40 -0.62  0.25
H14 3.63 1.93 -0.92  0.22
H15 2.82 -1.32 -2.19  0.22
H16 3.81 0.01 -2.46  0.23
H17 -1.20 -0.86 2.51  0.52
H18 -0.01 0.42 0.97  0.53

A 2-piece molecular cluster, CClFOS overall. Source: the Open Molecules 2025 dataset; level of theory: ωB97M-V/def2-TZVPD.

Energy relative to the best compared isomer or geometry (same formula, charge and spin) = 0.255 eV
Orbital gap (spin up / spin down) = 7.18 / 6.81 eV
2S+1 = 3

Last column: natural (NBO) charge in e.
Positions of all 5 atoms, in Å:
C1 -0.08 0.09 -0.40  0.76
O1 -1.19 0.31 -0.68  -0.54
F1 1.03 0.69 -0.54  -0.30
S1 0.50 -2.15 0.93  0.19
Cl1 -0.73 -1.54 2.47  -0.11

An isolated molecule of C4H9NS2. Source: the Open Molecules 2025 dataset; level of theory: ωB97M-V/def2-TZVPD.

Energy relative to the best compared isomer or geometry (same formula, charge and spin) = 2.336 eV
Structure (SMILES) = CSC(=S)CCN
Orbital gap = 8.04 eV

Last column: natural (NBO) charge in e.
Positions of all 16 atoms, in Å:
C1 -3.28 -0.29 0.41  -0.80
S1 -1.84 -0.97 -0.37  0.49
C2 -0.73 0.20 -0.31  -0.34
S2 -1.30 1.82 -0.24  -0.15
C3 0.71 -0.15 -0.74  -0.47
C4 1.80 0.15 0.35  -0.21
N1 3.09 -0.19 -0.04  -0.86
H1 -3.07 0.58 0.98  0.26
H2 -3.73 0.04 -0.60  0.24
H3 -3.95 -1.01 1.03  0.25
H4 1.12 0.47 -1.72  0.23
H5 0.86 -1.19 -1.07  0.22
H6 1.51 -0.49 1.28  0.18
H7 1.47 1.17 0.72  0.20
H8 3.76 0.61 -0.33  0.37
H9 3.59 -0.75 0.64  0.38

These records have max |F| values of 15.65; 3.76; 3.77; 5.12 eV/Å, in the order they appear.